{
  "formula": "C5H13NO",
  "method": "the ωB97M-V functional and the def2-TZVPD basis",
  "symbols": ["C", "C", "C", "C", "N", "C", "H", "H", "H", "H", "H", "H", "H", "H", "H", "H", "H", "O", "H", "H"],
  "xyz": [[-1.387654, -1.388202, 1.946478], [0.161897, -1.524120, 1.725834], [0.891065, -0.262705, 1.363817], [0.574864, 0.233229, 0.161075], [0.972405, 1.466722, -0.255666], [0.062211, 2.208524, -1.200987], [-1.878138, -0.856069, 1.188980], [-2.008410, -2.410259, 1.982441], [-1.473433, -0.981418, 2.973935], [0.317563, -2.195093, 0.983349], [0.859614, -1.865505, 2.518493], [1.406354, 0.223985, 2.146482], [0.079892, -0.569389, -0.468184], [1.444962, 2.068712, 0.466661], [-0.225536, 1.611293, -2.155266], [0.692667, 2.969002, -1.631187], [-0.933394, 2.562799, -0.634932], [-0.661565, -0.507789, -2.997771], [-0.598556, -1.427773, -3.384593], [-1.012194, -0.935385, -2.191648]],
  "atomic_forces_ev_per_a": [[0.669, -3.101, 2.770], [0.470, 1.032, 1.925], [-2.127, -0.486, -1.137], [0.678, -1.112, 1.337], [-0.432, 1.570, -1.728], [-0.984, -1.036, 0.391], [-0.350, 1.313, -0.892], [1.759, 1.785, -0.015], [-0.646, 0.296, -0.777], [0.452, -2.256, -2.495], [-1.546, -0.631, 0.476], [0.524, 0.881, 0.508], [0.388, 1.931, 0.076], [-1.050, -1.082, -1.156], [0.424, 0.449, 2.097], [-0.330, 0.957, 0.219], [2.192, -0.413, -1.449], [-0.443, -3.132, 0.227], [0.461, 1.618, -0.818], [-0.108, 1.416, 0.441]],
  "lumo_ev": 0.601,
  "relative_energy_ev": 3.269,
  "energy_ha": -328.19872,
  "max_force_ev_per_a": 4.21,
  "homo_energy_ev": -7.5,
  "homo_lumo_gap_ev": 8.07,
  "smiles": "CC/C=C/NC.O"
}

{
  "formula": "C9H9F3O2",
  "method": "the ωB97M-V functional and the def2-TZVPD basis",
  "symbols": ["C", "C", "C", "C", "C", "C", "C", "C", "C", "O", "O", "F", "F", "F", "H", "H", "H", "H", "H", "H", "H", "H", "H"],
  "xyz": [[-3.532297, 1.600080, -0.207368], [-2.561600, 1.017708, -1.037902], [-3.506918, 0.878019, 0.955681], [-2.013216, -0.025768, -0.317724], [2.541120, -1.398130, 0.384495], [2.159782, -0.032583, -0.057493], [-0.986294, -0.967241, -0.698355], [1.165474, 0.654198, 0.488102], [0.822654, 2.042964, 0.065022], [-2.605277, -0.092778, 0.898646], [-0.580775, -1.895922, -0.039838], [-0.367792, 2.443968, 0.542430], [0.760949, 2.190868, -1.273210], [1.719896, 2.956894, 0.490509], [-4.152495, 2.440037, -0.436541], [-2.291042, 1.321641, -2.027404], [-4.079116, 0.967259, 1.858152], [3.141390, -1.894997, -0.372394], [3.123464, -1.340737, 1.303348], [2.726305, 0.407458, -0.869486], [-0.598584, -0.762919, -1.714816], [0.577476, 0.271818, 1.308697], [1.648849, -1.986539, 0.587885]],
  "atomic_forces_ev_per_a": [[1.339, -0.060, -2.359], [-2.897, 3.670, -0.877], [-1.449, 0.933, 1.126], [2.683, -3.519, 0.744], [0.043, -0.155, 0.073], [-0.237, 0.313, 0.032], [-1.605, 2.490, -1.546], [0.186, 0.248, 0.022], [0.311, 0.152, -0.114], [1.264, -2.030, 1.101], [0.593, -1.885, 1.659], [-0.260, -0.116, 0.213], [0.019, -0.108, -0.233], [0.114, 0.039, 0.090], [-0.194, 0.208, -0.003], [0.093, 0.043, -0.188], [-0.038, -0.024, 0.143], [0.028, -0.119, 0.010], [0.138, -0.047, 0.044], [-0.006, 0.127, -0.056], [-0.057, 0.030, 0.062], [-0.065, -0.109, 0.069], [-0.004, -0.081, -0.012]],
  "multiplicity": 3,
  "lumo_ev": [0.873, -2.957],
  "relative_energy_ev": 0.000,
  "energy_ha": -798.26751,
  "max_force_ev_per_a": 4.76,
  "homo_energy_ev": [-6.0, -9.6],
  "homo_lumo_gap_ev": [6.86, 6.61]
}

{
  "formula": "C22H26AuN7OSi",
  "method": "the ωB97M-V functional and the def2-TZVPD basis",
  "symbols": ["Au", "C", "Si", "C", "C", "N", "C", "C", "C", "C", "C", "C", "O", "C", "C", "C", "C", "C", "C", "H", "H", "H", "H", "H", "H", "H", "H", "H", "H", "H", "H", "H", "H", "H", "H", "H", "H", "N", "N", "N", "C", "N", "N", "H", "H", "H", "N", "C", "C", "C", "C", "C", "C", "H", "H", "H", "H", "H"],
  "xyz": [[9.144715, 11.149344, 9.390139], [7.355897, 7.611261, 9.692270], [7.634465, 7.892109, 7.806420], [6.974615, 6.319023, 6.989487], [6.602220, 9.364881, 7.301601], [9.189933, 8.394485, 7.367734], [10.315616, 7.880462, 6.945619], [10.403077, 6.475119, 6.671256], [11.494278, 5.933606, 6.036892], [12.587611, 6.696194, 5.619717], [12.575732, 8.077836, 5.905867], [11.506811, 8.661794, 6.554340], [11.407315, 9.965355, 6.862783], [12.494732, 10.878809, 6.778154], [12.988123, 11.223386, 5.515956], [14.084533, 12.103933, 5.468523], [14.567868, 12.680363, 6.642583], [14.077568, 12.285388, 7.893794], [13.012534, 11.386643, 7.977585], [6.305346, 7.784368, 9.879714], [7.878347, 8.315365, 10.346370], [7.628312, 6.598217, 10.013468], [5.930276, 6.127054, 7.230107], [7.529173, 5.430316, 7.357359], [7.015403, 6.279644, 5.902297], [5.544972, 9.240728, 7.545028], [6.706206, 9.413712, 6.208179], [6.949501, 10.333841, 7.704646], [9.538109, 5.870844, 6.936911], [11.533374, 4.826949, 5.947186], [13.487759, 6.236981, 5.210303], [13.467182, 8.701791, 5.663521], [12.527631, 10.820300, 4.606536], [14.539506, 12.350613, 4.518413], [15.419770, 13.357740, 6.611900], [14.493887, 12.727720, 8.801390], [12.619325, 11.026726, 8.920956], [8.579797, 13.728535, 4.866971], [8.435791, 13.532419, 6.242362], [7.330355, 13.886690, 6.951482], [7.431833, 13.148068, 8.055228], [8.642711, 12.540566, 8.091058], [9.314168, 12.853553, 6.991337], [7.886835, 14.290488, 4.389911], [9.558849, 13.971724, 4.656892], [6.718896, 13.036224, 8.852959], [9.855060, 9.636395, 10.510140], [10.946959, 9.493479, 11.203598], [10.837150, 9.841295, 12.598270], [11.943154, 9.845927, 13.407981], [13.166655, 9.353093, 12.905940], [13.226792, 8.786729, 11.588299], [12.189777, 8.878505, 10.720382], [9.832892, 10.112223, 12.915857], [11.854441, 10.148921, 14.461021], [14.061684, 9.218575, 13.555810], [14.160797, 8.256826, 11.341496], [12.194286, 8.567276, 9.674886]],
  "atomic_forces_ev_per_a": [[1.907, -2.025, 1.761], [0.263, 0.029, -0.523], [1.876, 0.673, 1.099], [-0.161, -0.805, 0.003], [-0.522, 0.328, -0.449], [-0.539, 0.715, 0.230], [-0.314, -0.738, -0.924], [0.502, 0.575, -0.052], [0.667, -1.200, -0.087], [0.063, -0.019, 0.228], [0.481, 0.370, 0.099], [-0.473, -1.997, -0.032], [0.983, 3.301, 0.495], [-1.357, -1.859, -0.135], [0.506, 0.542, 0.378], [-0.765, -0.065, 0.284], [0.460, -0.476, 0.258], [-0.522, 0.279, -0.242], [0.343, -0.074, -0.721], [-0.710, -0.246, 0.117], [0.375, 0.039, -0.381], [-0.106, 0.056, -0.073], [-0.319, 0.068, 0.250], [-0.206, 0.486, -0.107], [0.272, 0.207, -0.202], [-0.219, 0.073, -0.021], [-0.130, 0.131, 0.078], [0.024, -0.636, 0.001], [0.355, 0.055, -0.002], [0.008, 0.683, -0.230], [-0.255, 0.053, 0.019], [-0.772, -0.561, 0.142], [0.264, 0.015, 0.506], [-0.037, 0.098, -0.087], [-0.157, -0.040, -0.105], [-0.098, -0.220, -0.229], [-0.112, 0.013, -0.009], [1.566, -0.360, 0.255], [-0.868, 0.862, 2.612], [-0.266, -1.213, -1.588], [1.523, 0.703, -1.124], [-0.423, 1.019, -0.850], [-1.374, -0.699, -1.110], [-0.068, 0.139, 0.925], [-0.842, -0.040, 0.208], [-0.029, 0.251, -0.119], [-1.308, 1.100, -2.301], [-0.558, 0.125, 0.291], [0.868, -0.036, 0.249], [0.350, -0.413, 0.131], [0.902, -0.791, -0.009], [1.089, 0.358, 1.629], [-1.525, 0.635, 0.015], [0.268, 0.148, 0.050], [0.150, -0.029, -0.313], [-0.788, 0.223, -0.389], [-0.335, 0.358, -0.184], [0.095, -0.170, 0.285]],
  "lumo_ev": 4.214,
  "relative_energy_ev": 1.527,
  "energy_ha": -1737.45155,
  "max_force_ev_per_a": 3.48,
  "homo_energy_ev": 0.7,
  "charge": -2,
  "homo_lumo_gap_ev": 3.50
}

{
  "formula": "C3H4S2",
  "method": "the ωB97M-V functional and the def2-TZVPD basis",
  "symbols": ["C", "C", "C", "S", "S", "H", "H", "H", "H"],
  "xyz": [[-0.305066, 1.156824, 0.005126], [-0.883434, 0.039558, -0.365642], [-1.016002, -1.274284, -0.266265], [1.584597, 0.974092, -0.051951], [1.901943, -0.933932, 0.143067], [-0.644354, 2.136181, -0.242643], [-1.007838, -1.606797, -1.327142], [-1.156210, -1.895135, 0.717220], [1.526361, 1.403490, 1.388230]],
  "atomic_forces_ev_per_a": [[0.126, -0.945, -2.342], [-0.085, -0.320, 3.087], [-0.140, 0.416, -0.582], [-0.852, 0.504, 3.350], [0.669, -0.269, -0.288], [-0.187, 0.704, 0.364], [-0.137, -1.187, 1.099], [0.122, 1.386, -2.369], [0.484, -0.289, -2.319]],
  "lumo_ev": 0.308,
  "relative_energy_ev": 3.298,
  "energy_ha": -912.93928,
  "max_force_ev_per_a": 3.49,
  "homo_energy_ev": -8.5,
  "homo_lumo_gap_ev": 8.80
}